{"formula": "C38H76BN5O13P2", "method": "the ωB97M-V functional and the def2-TZVPD basis", "homo_lumo_gap_ev": 8.139, "e_tot_ha": -3452.83853, "elements": ["H", "H", "C", "C", "H", "H", "H", "H", "H", "H", "O", "H", "O", "H", "C", "H", "H", "H", "C", "H", "H", "C", "N", "C", "C", "H", "C", "C", "H", "C", "O", "B", "C", "H", "H", "C", "O", "C", "C", "C", "H", "H", "O", "N", "O", "H", "C", "H", "C", "N", "H", "H", "H", "H", "H", "C", "H", "H", "H", "C", "H", "H", "N", "H", "H", "H", "C", "C", "H", "H", "H", "O", "C", "H", "H", "H", "O", "H", "H", "H", "C", "H", "H", "C", "H", "P", "H", "H", "O", "H", "H", "C", "O", "C", "H", "C", "H", "C", "C", "H", "H", "H", "C", "H", "C", "N", "H", "H", "C", "H", "O", "C", "O", "H", "C", "H", "H", "H", "H", "H", "H", "H", "C", "P", "H", "H", "C", "C", "H", "H", "H", "O", "H", "H", "C"], "coordinates": [[3.05215, 0.02512, 0.38692], [-3.85763, -0.41535, -0.80705], [3.89329, -0.55864, 0.00789], [0.50772, -1.91361, 4.95248], [-2.50422, -1.48849, -4.58708], [-4.43256, -6.38730, -2.61629], [2.95437, -0.54756, -1.92822], [-4.60057, 0.45919, -2.14571], [-0.33580, 0.49594, 8.84478], [-3.24436, -3.30323, -3.35185], [-0.87267, 2.39248, 0.79495], [11.05430, -0.41683, 0.63321], [-0.56080, -2.60024, 2.95398], [-4.98986, 2.15040, -0.04535], [2.87839, 5.23725, 0.70269], [1.93916, 1.37199, 8.89270], [-3.66804, -0.31422, -3.90826], [2.23633, 1.39747, 6.17180], [1.45183, 0.97010, 6.79845], [0.67391, 2.20039, -3.66525], [-0.76721, -6.58355, -4.30274], [-0.80717, 1.51991, 7.00894], [-6.13870, -1.73423, -2.64226], [3.77469, 5.46924, 1.90799], [4.82910, 4.38944, 1.72693], [-7.09653, 1.60847, 0.04276], [-6.47227, 0.88340, -0.51589], [9.10107, 1.21989, 1.88468], [-4.42790, -8.57299, -4.26588], [-2.00655, 1.72881, -3.45070], [0.42066, -0.03330, -1.11021], [-0.16094, 0.89358, -1.98874], [-5.29015, -2.42482, -3.66163], [-6.78221, -0.15706, -0.34399], [-0.92784, -1.07165, -3.03094], [0.82064, 1.98037, -2.58764], [5.02640, 0.29894, -0.18506], [-1.90475, -0.79411, -2.57930], [0.69209, -2.66779, 3.64547], [-3.59839, 4.79234, -0.62626], [-6.99560, 0.53999, -3.94282], [-5.09116, 2.07699, -3.43247], [2.93941, 3.83669, 0.40735], [-7.29295, -0.37926, -4.27530], [-2.14275, 3.00436, -2.87975], [1.47899, -2.24189, 3.02016], [-2.99245, -1.14784, -3.65276], [-1.40099, -1.40599, 5.91642], [-2.76589, 1.40174, -1.23945], [-8.44235, -1.66698, -2.63011], [-5.39823, -1.96940, -4.65679], [1.17342, -2.26393, 5.74219], [4.59186, 2.58781, 0.51081], [3.56597, 2.63764, 1.95754], [-0.10692, 3.66119, -1.40793], [-0.20003, 1.48612, 8.40094], [1.43436, 3.00253, -0.79148], [-5.76300, 3.40348, -1.71905], [5.37996, 0.85991, -2.12933], [5.61241, 0.02098, -1.46361], [-3.88303, -2.28473, -2.03596], [1.68453, -0.08533, 6.97714], [-5.05689, 1.13907, -0.13346], [8.61551, 2.06179, 2.37799], [-1.10316, -3.13511, 5.69134], [6.69607, -0.05250, -1.36206], [10.56502, 0.46055, 0.19613], [-1.75855, 0.75689, -2.27048], [-0.63764, 2.22321, 9.07358], [-5.63296, -3.48426, -3.64455], [1.84231, 5.52682, 0.88709], [9.23918, 0.08085, -0.18846], [0.88585, 3.29753, -1.71328], [4.97081, -1.34163, -3.05069], [5.52879, -2.12981, -1.56907], [3.11020, -2.17079, -1.24623], [-4.57371, 4.34397, -3.61035], [4.18110, 6.47980, 1.94704], [0.92303, -3.72397, 3.82439], [-1.70190, 0.90038, 6.92551], [-4.14020, 0.60798, -1.14805], [0.69018, -0.84960, 4.79865], [-0.30392, 2.00415, 1.48239], [-3.90281, -7.62112, -4.34064], [11.12801, 0.76818, -0.68651], [-4.70593, 3.21632, -2.66002], [-6.30111, -2.35511, -1.85501], [-2.46327, -2.73040, 3.76742], [-2.44187, -6.18107, -3.15173], [5.57347, 4.71615, 0.99534], [-9.23954, -1.25045, -3.11572], [-1.56707, -2.11256, 3.85261], [-2.25378, 0.02758, 1.31340], [3.59931, -1.20106, -1.33625], [-1.97557, -1.39224, -1.65192], [8.29803, 0.67397, 0.71620], [7.77679, 1.47537, 0.18229], [-7.35610, -1.28530, -3.16979], [-3.82265, -2.38462, -3.13930], [1.84591, 1.54749, -2.51387], [1.50378, 4.07039, -2.20542], [5.34954, 4.12399, 2.64723], [4.00936, 3.24314, 1.15855], [9.26113, 0.43446, 2.62856], [-0.96414, -2.14560, 5.24567], [-4.30312, 5.65803, -0.48773], [-6.58254, 1.17708, -1.59030], [-0.20981, -0.26592, -0.40924], [1.27132, 1.72180, 8.10589], [3.21519, 5.29042, 2.83053], [-2.62607, 3.96535, -0.93438], [-2.51275, -7.73260, -4.94271], [0.19712, 1.03495, 6.10711], [-2.03550, -5.61982, -5.08677], [-3.04402, 2.87472, -1.77479], [-2.50856, -7.79838, -6.03041], [3.24178, 5.78346, -0.17448], [7.56400, -0.07245, 1.02216], [-3.37881, -7.76490, -2.23823], [1.45342, 2.78894, 7.95262], [10.33105, 2.54018, 0.70988], [11.26142, 1.63163, 1.90879], [-1.84559, -6.47077, -4.42291], [-2.29896, 1.53816, 0.58810], [-1.06252, 2.54214, 6.71130], [-4.51372, -6.94057, -4.94033], [10.42010, 1.57608, 1.21811], [-3.60757, -6.99884, -2.98647], [-1.81832, -1.09092, 3.55357], [-8.22268, -0.24171, -4.66478], [-2.41507, -0.70584, 0.69448], [-2.04541, 1.56757, -4.60324], [-2.00506, -8.61552, -4.54515], [4.16280, -1.31075, 0.75818], [4.98278, -1.26808, -1.96344]], "atomic_forces_ev_per_a": [[0.1, 0.1, 0.0], [-0.3, 0.4, -0.4], [0.1, 0.0, 0.2], [0.2, 0.2, -0.1], [-0.2, 0.6, 0.4], [0.1, 0.1, 0.0], [0.0, 0.0, 0.1], [0.2, 0.2, 0.5], [0.0, 0.0, 0.0], [-0.5, 0.3, 0.0], [0.3, -1.9, -0.8], [0.1, 0.1, 0.0], [0.0, 0.1, 0.1], [0.4, -0.2, 0.2], [0.0, 0.0, -0.2], [0.0, 0.0, 0.0], [0.4, -0.3, 0.2], [-0.1, 0.0, -0.1], [0.0, -0.2, -0.1], [-0.2, 0.0, 0.5], [0.0, 0.1, 0.1], [-0.1, 0.2, -0.2], [0.1, 0.7, -1.7], [-0.1, 0.0, 0.2], [0.2, 0.0, -0.1], [0.2, -0.7, -0.1], [0.4, 1.0, -0.2], [0.0, -0.2, 0.2], [0.0, 0.0, 0.0], [0.6, -0.4, 2.5], [-0.8, 1.1, 0.0], [0.7, 0.3, 1.1], [0.8, -0.8, 1.3], [0.1, 0.5, -0.1], [-0.5, -0.1, 0.4], [0.7, 0.0, -0.4], [0.0, -0.2, -0.1], [0.3, 1.2, -1.6], [0.0, -0.3, 0.0], [3.4, -2.3, -0.9], [0.3, -0.3, -0.2], [0.5, -0.2, 0.8], [0.4, 0.2, 0.4], [0.3, 0.1, 0.4], [-1.0, -0.5, 0.0], [-0.1, 0.0, -0.1], [-0.3, -1.4, 0.7], [0.0, 0.0, -0.1], [0.1, -0.9, 0.5], [-0.3, -0.3, -0.3], [-0.1, -0.2, 0.5], [0.0, 0.0, 0.0], [-0.1, 0.0, 0.0], [0.1, 0.0, 0.0], [0.5, 0.1, -0.4], [-0.1, -0.2, 0.1], [-0.6, 0.5, -0.7], [0.5, -0.4, 0.0], [0.0, 0.0, -0.1], [0.0, 0.2, -0.1], [-0.1, -0.3, -0.5], [0.1, 0.0, 0.0], [-0.9, 0.0, -0.8], [0.0, 0.0, 0.0], [0.0, 0.0, 0.0], [0.0, 0.0, 0.1], [0.0, -0.2, 0.0], [-0.5, 0.4, -0.5], [0.0, 0.0, 0.0], [0.2, 0.5, -0.6], [0.0, -0.1, -0.1], [0.1, 0.1, 0.2], [0.3, -1.1, 0.5], [0.0, 0.0, 0.0], [0.0, 0.0, 0.0], [0.0, 0.0, 0.0], [0.1, -0.1, 0.6], [0.0, 0.0, 0.0], [0.1, 0.0, 0.0], [0.0, 0.0, -0.1], [1.2, -0.6, 0.6], [0.0, 0.0, 0.0], [0.0, 0.1, -0.3], [-0.2, 0.1, -0.1], [-0.1, -0.1, 0.0], [-0.8, 1.3, -1.3], [-0.2, 0.2, -0.2], [0.1, 0.0, -0.1], [-0.1, -0.1, -0.2], [0.0, 0.0, 0.0], [0.1, 0.1, 0.4], [-0.1, 0.2, -0.2], [1.0, 0.2, -1.8], [-0.2, 0.1, -0.2], [-0.2, 0.4, -0.4], [-0.1, 0.1, -0.1], [-0.1, 0.0, 0.1], [-0.7, 0.1, 0.5], [0.1, 0.7, -0.1], [-0.6, 0.2, -0.2], [-0.5, -0.3, 0.1], [0.0, 0.0, 0.0], [-0.1, -0.2, 0.0], [0.0, 0.0, 0.0], [-0.1, -0.3, 0.2], [-2.6, 2.4, 0.9], [-0.4, -0.6, 0.5], [0.3, -0.5, -0.3], [0.1, 0.3, 0.0], [0.0, 0.0, 0.0], [-1.3, -0.4, 0.5], [0.2, -0.2, 0.0], [0.0, 0.2, 0.3], [0.1, 0.0, -0.1], [1.5, -0.9, -1.2], [0.0, 0.0, 0.0], [0.0, 0.1, 0.0], [0.0, 0.0, -0.1], [-0.1, 0.0, 0.0], [0.0, 0.0, 0.0], [0.0, 0.0, 0.0], [0.0, 0.0, 0.0], [0.0, 0.3, 0.0], [-2.5, 2.6, 2.7], [-0.1, 0.0, 0.1], [0.0, 0.0, 0.0], [0.1, 0.2, -0.1], [0.1, 0.0, 0.2], [-0.1, 0.0, 0.1], [0.2, -0.2, 0.1], [0.2, 0.0, 0.3], [0.1, -0.3, -2.0], [0.0, 0.0, 0.0], [-0.1, 0.0, 0.0], [0.1, -0.2, 0.1]]}